Record 1
Here is C48H50FN8O6SbSe4W as an isolated structure at a distorted geometry from the OMol25 dataset. Energies are from wB97M-V/def2-TZVPD.

CARTESIAN COORDINATES (ANGSTROEM)
W  0.170  -0.422  0.315
C  -1.565  -4.730  2.725
C  -2.002  -3.412  2.073
C  -3.545  -3.416  2.123
C  -1.590  -3.292  0.599
C  -1.070  -4.402  -0.029
C  -1.181  -4.568  -1.400
C  -2.013  -3.702  -2.088
C  -2.476  -2.521  -1.514
C  -3.431  -1.694  -2.379
C  -2.688  -0.952  -3.493
C  -4.348  -0.765  -1.595
C  -2.055  -2.226  -0.221
N  -1.822  -0.833  0.216
C  -2.559  -0.094  1.142
O  -3.656  -0.288  1.570
C  -1.728  1.085  1.697
C  -2.025  1.715  2.871
C  -1.018  2.453  3.497
C  0.294  2.432  3.011
C  0.507  1.822  1.814
N  -0.525  1.284  1.111
C  1.886  1.590  1.166
O  2.885  1.960  1.702
N  1.739  0.877  -0.022
C  2.763  0.979  -1.029
C  2.721  2.037  -1.962
C  3.413  1.827  -3.156
C  4.127  0.676  -3.424
C  4.318  -0.246  -2.410
C  3.675  -0.085  -1.187
C  4.101  -0.957  -0.016
C  4.268  -2.440  -0.338
C  5.414  -0.362  0.540
C  2.148  3.469  -1.804
C  1.174  3.794  -0.667
C  1.589  4.025  -3.141
H  -1.740  -4.676  3.801
H  -0.523  -5.009  2.568
H  -2.170  -5.554  2.338
H  -1.654  -2.574  2.663
H  -3.928  -4.181  1.445
H  -3.969  -2.461  1.845
H  -3.880  -3.656  3.137
H  -0.626  -5.199  0.559
H  -0.725  -5.409  -1.893
H  -2.314  -3.932  -3.103
H  -4.063  -2.447  -2.850
H  -1.898  -0.339  -3.074
H  -3.361  -0.290  -4.047
H  -2.245  -1.641  -4.207
H  -3.819  0.108  -1.229
H  -4.801  -1.271  -0.741
H  -5.153  -0.411  -2.246
H  -3.013  1.589  3.300
H  -1.240  2.989  4.416
H  1.130  2.864  3.546
H  3.388  2.602  -3.914
H  4.584  0.533  -4.396
H  5.006  -1.073  -2.551
H  3.356  -0.867  0.729
H  5.089  -2.625  -1.033
H  3.358  -2.862  -0.762
H  4.492  -2.996  0.578
H  6.115  -0.143  -0.269
H  5.914  -1.064  1.217
H  5.222  0.579  1.063
H  3.047  4.044  -1.568
H  0.257  3.210  -0.710
H  0.898  4.846  -0.751
H  1.640  3.680  0.308
H  0.679  4.600  -2.961
H  1.346  3.236  -3.855
H  2.303  4.694  -3.628
Se  0.723  -4.252  -4.791
Sb  1.145  -1.962  -3.943
Se  1.022  -0.265  -5.600
Se  2.967  -3.611  -4.145
Se  0.596  -1.257  -1.624
F  5.306  -4.408  5.140
C  4.549  -3.498  4.567
C  3.258  -3.709  4.347
N  2.495  -2.712  3.723
C  1.099  -2.778  3.283
C  0.978  -1.667  2.246
O  -0.083  -0.853  2.229
O  1.256  -1.951  0.952
C  3.030  -1.549  3.384
O  2.250  -0.756  2.782
N  4.309  -1.296  3.632
C  5.226  -2.257  4.171
O  6.395  -2.016  4.242
H  2.758  -4.623  4.633
H  0.417  -2.582  4.105
H  0.878  -3.726  2.826
H  4.698  -0.408  3.349
C  -1.137  2.325  -3.768
C  -0.487  1.673  -2.740
N  -1.046  1.453  -1.555
C  -2.234  1.986  -1.348
C  -2.946  2.728  -2.277
C  -2.396  2.848  -3.538
C  -4.276  3.322  -1.975
C  -4.710  4.019  -0.925
C  -4.009  4.536  0.284
C  -4.777  5.018  1.333
C  -4.123  5.417  2.484
N  -2.791  5.415  2.584
C  -2.138  5.037  1.479
N  -2.672  4.565  0.353
H  -0.659  2.395  -4.732
H  0.518  1.309  -2.883
H  -2.693  1.822  -0.384
H  -2.942  3.363  -4.327
H  -5.005  3.174  -2.772
H  -5.759  4.304  -0.953
H  -5.859  5.059  1.262
H  -4.676  5.747  3.358
H  -1.052  5.113  1.508

Output
ΔE to the lowest compared entry with this formula, charge and spin   2.5 kcal per mole
Charge   +2

Mulliken atomic charge list, values in e, 99 entries:
1. W 1.961
2. C -2.405
3. C 1.601
4. C -1.521
5. C 0.999
6. C -0.231
7. C -1.714
8. C -0.237
9. C -0.292
10. C 0.192
11. C -1.014
12. C -1.426
13. C -0.929
14. N 1.462
15. C -0.385
16. O -0.640
17. C 0.338
18. C -0.631
19. C -1.073
20. C -0.606
21. C 0.321
22. N 0.610
23. C -0.168
24. O -0.627
25. N 1.006
26. C -0.836
27. C -0.184
28. C -0.439
29. C -1.558
30. C -0.162
31. C 0.465
32. C 1.897
33. C -1.644
34. C -1.674
35. C 0.926
36. C -1.963
37. C -1.995
38. H 0.424
39. H 0.508
40. H 0.486
41. H -0.339
42. H 0.374
43. H 0.183
44. H 0.499
45. H 0.496
46. H 0.529
47. H 0.728
48. H 0.778
49. H -0.054
50. H 0.537
51. H 0.302
52. H -0.027
53. H 0.420
54. H 0.497
55. H 0.713
56. H 0.521
57. H 0.674
58. H 0.486
59. H 0.502
60. H 0.567
61. H -1.226
62. H 0.499
63. H 0.109
64. H 0.396
65. H 0.425
66. H 0.482
67. H 0.328
68. H 1.105
69. H 0.264
70. H 0.644
71. H 0.468
72. H 0.461
73. H 0.501
74. H 0.376
75. Se -0.263
76. Sb 1.558
77. Se -0.375
78. Se -0.272
79. Se 0.001
80. F -0.259
81. C 0.120
82. C -0.064
83. N 0.323
84. C -1.229
85. C 0.656
86. O -0.663
87. O -0.863
88. C 0.370
89. O -0.038
90. N 0.019
91. C 0.229
92. O -0.503
93. H 0.511
94. H 0.130
95. H 0.377
96. H 0.313
97. C -1.906
98. C 0.070
99. N 1.880



Record 2
Here is one molecule with the formula C5H7NOS at a distorted geometry from the OMol25 dataset. Energies are from wB97M-V/def2-TZVPD.

CARTESIAN COORDINATES (ANGSTROEM)
N  3.478  -0.378  0.006
C  2.123  -0.615  0.488
C  0.996  -0.003  -0.349
C  0.563  1.386  -0.003
C  -0.743  1.485  0.059
C  -1.280  0.060  -0.074
S  -2.830  -0.498  0.091
O  -0.238  -0.723  -0.284
H  3.604  -0.714  -0.941
H  3.726  0.625  0.020
H  1.970  -1.664  0.476
H  2.173  -0.248  1.538
H  1.430  -0.091  -1.397
H  1.288  2.219  0.191
H  -1.306  2.399  0.153

Output
SMILES   NC[C@@H]1C=CC(=S)O1
ΔE to the lowest compared entry with this formula, charge and spin   34.1 kcal per mole

The Mulliken scheme yields these atomic charges, measured in e:
1. N -0.606
2. C -0.715
3. C 0.606
4. C -0.473
5. C -0.286
6. C 0.044
7. S -0.303
8. O -0.314
9. H 0.253
10. H 0.241
11. H 0.367
12. H 0.364
13. H 0.094
14. H 0.294
15. H 0.435



Record 3
Here is one molecule with the formula C3H7N3 at a distorted geometry from the OMol25 dataset. Energies are from wB97M-V/def2-TZVPD.

CARTESIAN COORDINATES (ANGSTROEM)
H  -2.524  -0.654  -1.151
N  -1.529  -0.493  -1.028
C  -1.206  0.504  -0.326
C  0.262  0.963  -0.288
C  0.930  -0.161  0.494
N  1.047  -1.320  -0.201
N  1.138  -0.129  1.747
H  1.110  0.792  2.170
H  -1.898  1.156  0.216
H  0.703  1.007  -1.283
H  0.344  1.912  0.239
H  0.364  -1.444  -0.938
H  1.261  -2.134  0.351

Output
SMILES   [H]/N=C/C/C(N)=N\[H]
ΔE to the lowest compared entry with this formula, charge and spin   9.8 kcal per mole

The Mulliken scheme yields these atomic charges, measured in e:
1. H 0.244
2. N -0.578
3. C 0.032
4. C -0.684
5. C 0.627
6. N -0.516
7. N -0.804
8. H 0.214
9. H 0.376
10. H 0.230
11. H 0.323
12. H 0.266
13. H 0.270



Record 4
Here is a 2-piece molecular cluster, C29H27O overall at a distorted geometry from the OMol25 dataset. Energies are from wB97M-V/def2-TZVPD.

CARTESIAN COORDINATES (ANGSTROEM)
C  -2.992  -1.646  2.299
C  -2.521  -0.341  1.772
C  -1.489  -0.323  0.684
C  -0.083  -0.383  1.202
C  0.535  -1.604  1.426
C  1.818  -1.661  1.931
C  2.495  -0.495  2.220
C  1.891  0.726  2.008
C  0.608  0.780  1.504
C  -2.967  0.787  2.300
H  -2.561  -2.478  1.741
H  -2.713  -1.767  3.347
H  -4.077  -1.726  2.224
H  -1.665  -1.159  -0.001
H  -1.617  0.578  0.076
H  0.004  -2.510  1.196
H  2.290  -2.616  2.095
H  3.496  -0.539  2.614
H  2.421  1.638  2.229
H  0.132  1.730  1.333
H  -2.626  1.740  1.949
H  -3.688  0.781  3.093
C  -8.417  7.107  5.651
C  -7.943  6.693  6.881
C  -6.609  6.829  7.190
C  -5.717  7.373  6.264
O  -4.315  7.437  6.503
C  -3.576  6.236  6.381
C  -2.885  5.913  5.198
C  -2.274  4.700  5.044
C  -2.290  3.725  6.076
C  -1.667  2.480  5.837
C  -1.510  1.326  6.661
C  -0.707  0.274  6.172
C  -0.481  -0.856  6.919
C  -1.039  -0.988  8.178
C  -1.847  0.013  8.679
C  -2.089  1.138  7.935
C  -2.939  4.099  7.280
C  -3.563  5.300  7.425
C  -6.218  7.805  5.035
C  -7.550  7.663  4.730
H  -9.458  6.980  5.403
H  -8.620  6.246  7.590
H  -6.237  6.501  8.142
H  -2.874  6.633  4.400
H  -1.770  4.462  4.121
H  -1.203  2.391  4.867
H  -0.266  0.368  5.194
H  0.136  -1.646  6.524
H  -0.858  -1.873  8.765
H  -2.298  -0.089  9.654
H  -2.785  1.841  8.337
H  -2.932  3.450  8.127
H  -4.066  5.541  8.344
H  -5.530  8.214  4.319
H  -7.917  7.966  3.764

Output
Charge   +1

The Mulliken scheme yields these atomic charges, measured in e:
1. C -1.367
2. C 1.231
3. C -1.831
4. C 0.781
5. C -0.264
6. C -0.706
7. C -0.437
8. C -0.706
9. C -0.184
10. C -1.272
11. H 0.337
12. H 0.260
13. H 0.407
14. H 0.527
15. H 0.473
16. H 0.365
17. H 0.419
18. H 0.421
19. H 0.417
20. H 0.433
21. H 0.324
22. H 0.380
23. C -0.355
24. C -0.652
25. C -0.209
26. C 0.320
27. O -0.431
28. C 0.269
29. C -0.544
30. C -0.745
31. C 1.081
32. C -0.555
33. C 1.014
34. C -0.487
35. C -0.862
36. C -0.284
37. C -0.979
38. C -0.032
39. C -0.281
40. C -0.772
41. C -0.172
42. C -0.574
43. H 0.397
44. H 0.380
45. H 0.327
46. H 0.468
47. H 0.470
48. H 0.350
49. H 0.530
50. H 0.461
51. H 0.418
52. H 0.425
53. H 0.371
54. H 0.300
55. H 0.538
56. H 0.433
57. H 0.375



Record 5
Here is a 2-piece molecular cluster, C4H9NO2 overall from the OMol25 dataset. Energies are from wB97M-V/def2-TZVPD.

CARTESIAN COORDINATES (ANGSTROEM)
C  -2.548  -0.155  0.295
N  -1.289  -0.173  -0.447
C  -0.252  0.514  -0.122
C  0.734  0.979  -1.294
O  0.066  0.997  -2.341
O  1.872  1.287  -0.972
C  2.316  -0.717  0.817
H  -2.369  -0.344  1.354
H  -3.249  -0.892  -0.095
H  -2.971  0.845  0.168
H  -1.278  -0.415  -1.443
H  1.296  -0.659  0.438
H  -0.238  0.907  0.897
H  2.643  0.283  1.094
H  2.941  -1.055  -0.010
H  2.327  -1.403  1.661

Output
ΔE to the lowest compared entry with this formula, charge and spin   61.8 kcal per mole

The Mulliken scheme yields these atomic charges, measured in e:
1. C -0.813
2. N -0.071
3. C -0.225
4. C 0.647
5. O -0.695
6. O -0.600
7. C -0.849
8. H 0.291
9. H 0.301
10. H 0.360
11. H 0.314
12. H 0.022
13. H 0.425
14. H 0.253
15. H 0.281
16. H 0.359



Record 6
Here is one molecule with the formula C2H6S2 from the OMol25 dataset. Energies are from wB97M-V/def2-TZVPD.

CARTESIAN COORDINATES (ANGSTROEM)
C  -0.014  0.517  -1.493
S  0.111  1.822  -0.233
S  -0.272  0.983  1.650
C  0.082  -0.758  1.393
H  -0.768  -0.253  -1.338
H  0.956  0.096  -1.738
H  -0.342  1.056  -2.388
H  -0.135  -1.222  2.362
H  1.065  -1.071  1.044
H  -0.684  -1.168  0.741

Output
SMILES   CSSC
ΔE to the lowest compared entry with this formula, charge and spin   11.0 kcal per mole

The Mulliken scheme yields these atomic charges, measured in e:
1. C -0.830
2. S -0.080
3. S -0.046
4. C -0.863
5. H 0.282
6. H 0.303
7. H 0.310
8. H 0.313
9. H 0.319
10. H 0.290



What E values result from the calculations? In sequence: -347244.6690 -19670.1224 -7694.2562 -32550.3593 -9877.3786 -23841.3345 eV.
What HOMO-LUMO gap values result from the calculations? In sequence: 5.4 8.6 10.0 5.4 8.7 8.7 eV.
What highest occupied orbital energy values result from the calculations? In sequence: -13.15 -8.62 -9.06 -11.16 -9.40 -7.90 eV.